43
Properties=species:S:1:pos:R:3:forces:R:3 method="wB97M-V/def2-TZVPD" homo_ev=-8.86 charge=0 energy_ha=-1434.76906 smiles="CCCCNC(=O)CCn1nc(-c2ccc(Cl)cc2)ccc1=O" e_above_lowest_kcal_mol=0.0
C 3.17571 2.03936 1.58770 0.0 0.2 -0.2
C 2.26851 2.56110 0.48068 -0.1 -0.2 0.2
C 0.87890 1.93613 0.55439 0.1 0.3 -0.3
C -0.03007 2.41644 -0.57914 0.1 0.1 0.2
N -1.23976 1.63020 -0.64987 0.3 -0.1 -0.1
C -2.44222 2.09606 -0.26762 -0.3 -0.4 -0.2
O -2.64787 3.24886 0.05336 -0.1 0.4 0.2
C -3.58503 1.07651 -0.26941 0.0 0.1 0.0
C -3.44821 -0.15724 -1.16850 -0.4 0.3 0.0
N -2.70374 -1.23710 -0.54229 -0.3 -0.5 0.1
N -1.39370 -1.17433 -0.65354 0.9 -0.3 0.1
C -0.61849 -2.05731 -0.08697 -0.7 0.2 -0.1
C 0.82368 -1.84245 -0.23147 0.5 0.1 -0.1
C 1.72100 -2.26975 0.74558 -0.2 0.1 -0.2
C 3.07154 -2.00318 0.62622 0.2 0.1 -0.1
C 3.53866 -1.30709 -0.47870 -0.3 -0.1 0.1
Cl 5.22345 -0.96282 -0.62291 0.2 0.0 0.0
C 2.66204 -0.88045 -1.46631 0.1 0.0 0.1
C 1.31441 -1.14659 -1.33801 0.0 -0.2 0.2
C -1.18511 -3.14753 0.63832 -0.5 0.0 0.0
C -2.53008 -3.23233 0.73789 0.3 -0.1 0.1
C -3.39886 -2.23074 0.14844 0.2 0.1 -0.1
O -4.61204 -2.21308 0.21000 -0.3 -0.1 0.1
H 4.16409 2.48630 1.51501 0.1 0.0 0.1
H 3.28042 0.95859 1.51409 0.0 -0.1 0.0
H 2.76176 2.27799 2.56468 0.0 0.0 0.1
H 2.71411 2.32852 -0.48933 0.0 0.1 -0.1
H 2.18339 3.64656 0.55713 0.0 0.1 -0.1
H 0.97532 0.84866 0.49389 0.0 0.0 0.1
H 0.41484 2.17862 1.51214 -0.1 -0.1 0.1
H -0.32282 3.45678 -0.42482 0.1 -0.1 -0.1
H 0.49836 2.33252 -1.53518 0.0 0.1 0.0
H -1.11016 0.63234 -0.78835 -0.1 0.2 0.0
H -4.48137 1.62709 -0.55909 0.1 0.0 0.0
H -3.73814 0.75594 0.76465 -0.1 0.0 0.0
H -2.95915 0.09905 -2.11008 0.0 -0.1 0.1
H -4.44533 -0.55911 -1.36552 0.2 0.1 0.0
H 1.36433 -2.78754 1.62266 0.0 -0.1 0.1
H 3.76101 -2.32579 1.39043 0.1 0.0 0.1
H 3.03623 -0.34293 -2.32301 0.1 0.0 -0.1
H 0.62441 -0.81927 -2.09974 -0.1 0.0 -0.1
H -0.54303 -3.89887 1.07127 0.0 -0.1 0.1
H -3.02098 -4.03811 1.26131 0.0 -0.1 0.0

***

6
Properties=species:S:1:pos:R:3:forces:R:3 method="wB97M-V/def2-TZVPD" homo_ev=-9.63 charge=0 energy_ha=-673.28863 e_above_lowest_kcal_mol=96.3
C -1.02871 -0.02953 -0.54922 -2.5 -0.3 -1.1
C 0.83462 -0.02996 1.27523 -0.7 -0.6 0.7
F -2.02958 0.40720 -1.37102 1.5 -0.6 1.0
F -0.92842 -1.30606 -0.84732 -0.3 0.7 0.2
F 1.37483 0.83039 2.04460 0.2 0.6 0.7
I 1.77725 0.12796 -0.55227 1.9 0.2 -1.4

***

For reference, Kohn-Sham gap by record: 8.390; 8.803 eV.